<i>
The following is a DFT calculation (ωB97M-V/def2-TZVPD) of a 2-piece molecular cluster, C2H2O3S overall.

Frontier orbital gap (alpha / beta) ... 6.564 / 6.561 eV
E_HOMO (alpha / beta) ... -7.63 / -7.62 eV
LUMO energy (alpha / beta) ... -1.1 / -1.1 eV
Charge ... 0

Positions of all 8 atoms, in Å:
C (-1.8585, -1.0400, 0.0285)
C (0.6971, 0.8971, 0.0138)
O (3.2706, 0.3063, -0.0930)
O (-0.5423, 0.4418, -0.1007)
O (-1.6006, -2.0844, -0.3186)
S (1.9223, -0.2363, 0.0787)
H (-2.5465, -0.2965, 0.3528)
H (0.6579, 2.0121, 0.0384)

Atomic partial charges in e from the natural (NBO) method, atoms 1 to 5: 0.754 -0.101 -0.958 -0.765 -0.333

---

<ii>
The following is a DFT calculation (ωB97M-V/def2-TZVPD) of a 2-piece molecular cluster, C2H2O3S overall.

Frontier orbital gap ... 8.302 eV
E_HOMO ... -9.52 eV
LUMO energy ... -1.2 eV
Charge ... 0

Positions of all 8 atoms, in Å:
C (0.8854, 0.0046, 1.3105)
C (0.1729, 0.0373, 0.2603)
O (3.7324, -1.1632, -0.2991)
O (3.7395, 1.2830, -0.3609)
O (1.3577, -0.1954, 2.3487)
S (3.6971, 0.0279, -1.0803)
H (0.3720, -0.8653, -0.4223)
H (-0.6973, 0.6158, 0.0410)

Atomic partial charges in e from the natural (NBO) method, atoms 1 to 5: 0.712 -0.805 -0.828 -0.817 -0.445

---

Which of them is most stable? Easy: <ii>.

---

<i>
The following is a DFT calculation (ωB97M-V/def2-TZVPD) of a 2-piece molecular cluster, C2H2O3S overall.

Frontier orbital gap (alpha / beta) ... 7.944 / 7.943 eV
E_HOMO (alpha / beta) ... -9.64 / -9.64 eV
LUMO energy (alpha / beta) ... -1.7 / -1.7 eV
Charge ... 0

Positions of all 8 atoms, in Å:
C (1.5895, 1.1877, 0.2265)
C (0.4204, -0.5000, -0.2766)
O (1.1502, 2.2086, 0.3681)
O (-1.2816, -1.1517, 1.4186)
O (-2.1514, 0.2369, -0.4308)
S (-1.2041, -0.7002, 0.0526)
H (0.4635, 0.0651, -1.2648)
H (1.0134, -1.3465, -0.0937)

Atomic partial charges in e from the natural (NBO) method, atoms 1 to 5: 0.531 -0.809 -0.463 -0.885 -0.860

---

<ii>
The following is a DFT calculation (ωB97M-V/def2-TZVPD) of an isolated molecule of C2H2O3S.

Frontier orbital gap ... 8.225 eV
E_HOMO ... -9.61 eV
LUMO energy ... -1.4 eV
Charge ... 0

Positions of all 8 atoms, in Å:
C (0.4041, -0.0105, -0.0213)
C (1.6749, -0.1129, 0.2688)
O (-3.1801, 0.1054, -0.7946)
O (-0.5824, 1.0471, 0.0578)
O (-0.6668, -1.0019, -0.1597)
S (-2.2095, -0.0445, 0.2260)
H (2.1294, 0.8709, 0.1212)
H (2.4305, -0.8536, 0.3020)

Atomic partial charges in e from the natural (NBO) method, atoms 1 to 5: 0.610 -0.596 -0.777 -0.698 -0.706

---

<iii>
The following is a DFT calculation (ωB97M-V/def2-TZVPD) of a 2-piece molecular cluster, C2H2O3S overall.

Frontier orbital gap ... 9.733 eV
E_HOMO ... -10.09 eV
LUMO energy ... -0.4 eV
Charge ... 0

Positions of all 8 atoms, in Å:
C (-0.5952, 0.4376, -0.4803)
C (-1.7271, -0.1146, -0.0680)
O (1.6074, -1.2966, 0.1774)
O (2.5633, 0.8212, 1.1636)
O (0.3464, 1.0631, -0.8841)
S (2.2245, 0.0014, 0.0245)
H (-1.8835, -1.1464, -0.5297)
H (-2.5358, 0.2343, 0.5968)

Atomic partial charges in e from the natural (NBO) method, atoms 1 to 5: 0.724 -0.730 -0.873 -0.849 -0.511

---

Which of them is most stable? Easy: <iii>.

---

<i>
The following is a DFT calculation (ωB97M-V/def2-TZVPD) of an isolated molecule of C4H6BNO3.

Frontier orbital gap ... 9.087 eV
E_HOMO ... -9.06 eV
LUMO energy ... 0.0 eV
Charge ... 0

Positions of all 15 atoms, in Å:
O (-2.5353, 1.4285, 1.1926)
N (-3.3336, 0.6590, 0.3450)
C (-2.9315, -0.4824, -0.1426)
C (-1.6171, -1.1112, -0.2440)
C (-0.3798, -0.7606, 0.1221)
C (0.8666, -0.5655, 0.4407)
B (1.9276, 0.4505, -0.0393)
O (2.1718, 0.8600, -1.3530)
O (2.8178, 0.6809, 0.9722)
H (-1.6040, 1.2312, 1.0743)
H (-3.7484, -0.9834, -0.6366)
H (-1.6227, -2.1141, -0.6973)
H (1.2489, -0.9840, 1.2742)
H (3.0105, 1.2604, -1.2801)
H (3.5996, 1.1972, 0.6942)

Atomic partial charges in e from the natural (NBO) method, atoms 1 to 5: -0.540 -0.078 -0.018 -0.405 0.205

---

<ii>
The following is a DFT calculation (ωB97M-V/def2-TZVPD) of an isolated molecule of C4H6BNO3.

Frontier orbital gap ... 9.024 eV
E_HOMO ... -9.54 eV
LUMO energy ... -0.5 eV
Charge ... 0

Positions of all 15 atoms, in Å:
O (-3.3531, 1.6685, -0.1060)
C (-2.8856, 0.7808, 0.5245)
N (-2.4797, -0.4255, 0.0138)
C (-1.5557, -1.3197, -0.1757)
C (-0.0448, -1.1446, -0.3601)
C (0.4154, 0.1285, -0.2315)
B (1.9874, 0.4301, -0.2123)
O (2.9237, -0.5981, -0.2500)
O (2.4528, 1.6960, -0.0950)
H (-2.8184, 0.7108, 1.6839)
H (-2.0241, -2.2959, -0.5211)
H (0.5209, -2.0744, -0.2995)
H (-0.3819, 0.9539, -0.0424)
H (3.9186, -0.4156, -0.1518)
H (3.3246, 1.9052, 0.2231)

Atomic partial charges in e from the natural (NBO) method, atoms 1 to 5: -0.563 0.510 -0.453 0.151 -0.236

---

Which of them is most stable? Easy: <ii>.